No. 1
Entry from the OMol25 dataset: the molecule C3H3ClO2 (the ωB97M-V functional and the def2-TZVPD basis).

Structure (XYZ):
```
9
Properties=species:S:1:pos:R:3
C 0.0760 0.0661 0.0555
C 1.4095 0.6811 0.4258
O 1.7774 1.2687 1.4047
C 2.6148 0.4779 -0.3472
O 3.2312 1.2341 -1.0217
Cl 3.3469 -1.1101 0.0743
H -0.3856 -0.6565 0.7933
H 0.1833 -0.5167 -0.7587
H -0.3529 1.0535 -0.1661
```

Summary:
Charge   0
Largest force on an atom   3.7 eV Å⁻¹
SMILES string   CC(=O)C(=O)Cl
Relative energy (zero: lowest compared OMol25 entry of this formula, charge and spin)   22.46 kcal per mole
Spin multiplicity   1
Kohn-Sham gap   10.5 eV

***

No. 2
Entry from the OMol25 dataset: a cluster of 2 separate species, C3H3ClO2 in total (the ωB97M-V functional and the def2-TZVPD basis).

Structure (XYZ):
```
9
Properties=species:S:1:pos:R:3
C 1.6415 -0.0121 -0.1141
C 1.2577 -1.1364 0.4217
O 1.0650 -2.0681 1.0303
H 1.0787 0.9083 0.2591
H 2.0372 -0.0327 -1.0425
O -2.1718 1.4081 0.7797
C -1.7560 0.7756 -0.1126
Cl -2.0932 -0.8655 -0.3682
H -1.0590 1.0228 -0.8534
```

Summary:
Charge   0
Largest force on an atom   4.1 eV Å⁻¹
SMILES string   C=C=O.O=CCl
Relative energy (zero: lowest compared OMol25 entry of this formula, charge and spin)   34.21 kcal per mole
Spin multiplicity   1
Kohn-Sham gap   10.2 eV

***

No. 3
Entry from the OMol25 dataset: the molecule C3H3ClO2 (the ωB97M-V functional and the def2-TZVPD basis).

Structure (XYZ):
```
9
Properties=species:S:1:pos:R:3
C -0.7671 0.8911 -0.3137
C 0.4738 0.2639 -0.2389
O 1.5453 0.6431 -0.6448
C 0.5219 -1.2199 0.5481
O -0.3893 -1.8983 1.0121
Cl 2.1118 -1.9135 0.6861
H -1.3051 0.7302 0.5733
H -1.5202 0.5042 -1.1213
H -0.6711 1.9992 -0.5011
```

Summary:
Charge   0
Largest force on an atom   5.3 eV Å⁻¹
SMILES string   CC(=O)C(=O)Cl
Relative energy (zero: lowest compared OMol25 entry of this formula, charge and spin)   14.95 kcal per mole
Spin multiplicity   1
Kohn-Sham gap   9.6 eV

***

No. 4
Entry from the OMol25 dataset: a cluster of 2 separate species, C3H3ClO2 in total (the ωB97M-V functional and the def2-TZVPD basis).

Structure (XYZ):
```
9
Properties=species:S:1:pos:R:3
C -2.7060 0.6394 0.0586
C 0.2773 -0.2666 0.4499
C -0.7890 -0.0884 -0.5487
O -2.9415 1.7707 -0.0249
O -0.4903 -1.3407 -0.0688
Cl -3.8098 -0.7371 0.1562
H 1.2497 -0.1837 0.0561
H 0.1532 -0.0315 1.5070
H -0.8701 0.3047 -1.5228
```

Summary:
Charge   0
Largest force on an atom   5.0 eV Å⁻¹
Relative energy (zero: lowest compared OMol25 entry of this formula, charge and spin)   76.45 kcal per mole
Spin multiplicity   1
Kohn-Sham gap   9.4 eV